Below is a molecular structure, C5H11N2O2 in a non-equilibrium geometry, with properties calculated with ωB97M-V with the def2-TZVPD basis set.

Calculated values
M in u: 131.2
Gap between HOMO and LUMO (alpha / beta) in eV: 8.21 / 8.25
Highest occupied orbital energy (alpha / beta) in Eh: -0.513 / -0.511
LUMO (alpha / beta) in Ha: -0.21102 / -0.20767
Energy above the lowest of the compared OMol25 structures with the same formula, charge and spin in kcal/mol: 123.9

The geometry in ORCA input format:
```
! RIJCOSX wB97M-V def2-TZVPD def2/J DEFGRID3
* xyz 1 1
C 1.04 -1.09 0.63
C -0.14 -2.05 0.33
C -0.73 0.28 -0.37
C -1.11 0.93 -1.66
C 1.16 1.38 0.81
N -1.50 0.68 0.70
N 0.71 0.23 -0.01
O -2.58 0.30 1.01
O -0.78 -1.57 -0.79
H 1.19 -0.97 1.70
H 1.97 -1.46 0.18
H 0.22 -3.06 0.11
H -0.82 -2.09 1.19
H -1.15 2.02 -1.57
H -2.09 0.57 -1.95
H -0.41 0.65 -2.44
H 2.20 1.23 1.10
H 1.08 2.30 0.24
H 0.55 1.45 1.70
H 1.20 0.26 -0.91
*
```